Below is a molecular structure, C22H60FNO14P4Si2 in a non-equilibrium geometry, with properties calculated with ωB97M-V with the def2-TZVPD basis set.

Last column: Löwdin charge in e.
Element x y z (Å)
C1 -0.434251 -5.732499 0.829865  -0.111
O1 -1.220453 -6.273762 -0.213452  -0.247
C2 -1.209102 -5.538942 -1.428656  -0.276
Si1 -2.939496 -5.069712 -2.046957  0.603
O2 -2.880957 -3.721010 -3.024673  -0.414
Si2 -2.508188 -2.243901 -2.392469  0.434
P1 -0.335939 -1.727989 -2.741658  0.540
N1 -0.027500 -1.506380 -4.279225  -0.356
C3 -4.245651 -4.934052 -0.665563  -0.427
C4 -3.747149 -4.673294 0.744332  -0.088
F1 -5.196536 -3.943380 -0.989981  -0.095
H1 -0.170901 -4.685309 0.667944  0.084
H2 0.468439 -6.323876 0.998346  0.088
H3 -1.017438 -5.776931 1.752439  0.080
H4 -0.564207 -4.653580 -1.397476  0.051
H5 -0.782512 -6.183167 -2.207481  0.091
H6 -3.381811 -6.157703 -2.944452  0.014
H7 -3.290040 -1.199119 -3.074203  -0.035
H8 -2.855925 -2.192336 -0.953834  -0.036
H9 -0.074191 -0.567127 -1.979663  -0.033
H10 0.502107 -2.730499 -2.207457  -0.055
H11 -0.859673 -1.672283 -4.835489  -0.061
H12 -4.799575 -5.877024 -0.673318  0.108
H13 -3.043976 -3.846320 0.812096  0.063
H14 -3.328823 -5.598169 1.137864  0.071
H15 -4.616639 -4.449612 1.365784  0.084
O3 2.694085 1.352458 2.507665  -0.220
P2 1.321800 0.908055 2.243570  0.425
O4 0.605671 0.437156 3.601967  -0.174
C5 0.911521 1.047750 4.860037  -0.269
C6 -0.121695 2.083247 5.253607  -0.074
O5 1.414012 -0.481414 1.444216  -0.195
C7 2.670430 -1.043107 1.062317  -0.281
C8 3.204602 -1.986786 2.119557  -0.063
O6 0.086108 1.396437 1.382024  -0.166
C9 -0.682091 2.556492 1.738667  -0.255
C10 0.152400 3.818158 1.815140  -0.074
H16 1.909448 1.488351 4.844273  0.109
H17 0.921874 0.242745 5.595635  0.118
H18 -0.101135 2.938103 4.574959  0.059
H19 0.077432 2.452290 6.260194  0.081
H20 -1.126278 1.659068 5.231212  0.082
H21 3.393640 -0.261414 0.832051  0.108
H22 2.488340 -1.592227 0.136196  0.104
H23 3.182713 -1.524932 3.106882  0.075
H24 4.229209 -2.279132 1.887605  0.079
H25 2.592791 -2.889354 2.168881  0.072
H26 -1.225103 2.368312 2.666907  0.102
H27 -1.433323 2.671391 0.958384  0.116
H28 0.993950 3.700177 2.503857  0.067
H29 -0.458839 4.655450 2.152110  0.084
H30 0.564407 4.062533 0.835986  0.086
O7 6.320274 -3.494987 -3.972370  -0.220
P3 5.920574 -4.117987 -2.706523  0.425
O8 5.145565 -5.500430 -2.974544  -0.174
C11 5.462595 -6.330181 -4.096192  -0.270
C12 6.367972 -7.482452 -3.711857  -0.075
O9 4.749511 -3.224070 -2.075641  -0.190
C13 4.306205 -2.018617 -2.706031  -0.270
C14 3.159627 -2.275841 -3.661237  -0.078
O10 6.572071 -4.387517 -1.286836  -0.163
C15 7.609181 -5.359550 -1.094035  -0.259
C16 8.834224 -5.095538 -1.945499  -0.079
H31 5.910048 -5.742167 -4.898819  0.110
H32 4.513347 -6.718532 -4.466757  0.119
H33 7.353708 -7.124386 -3.408303  0.058
H34 6.504399 -8.155027 -4.559295  0.080
H35 5.944849 -8.050032 -2.882044  0.081
H36 5.133670 -1.518801 -3.208302  0.108
H37 3.978229 -1.360444 -1.899127  0.103
H38 3.377606 -3.096701 -4.344489  0.081
H39 2.937328 -1.385114 -4.247378  0.077
H40 2.263180 -2.551085 -3.107921  0.006
H41 7.207905 -6.362009 -1.256788  0.102
H42 7.876066 -5.301524 -0.039693  0.120
H43 8.577087 -5.028387 -3.006145  0.067
H44 9.565038 -5.893959 -1.816432  0.083
H45 9.299578 -4.151408 -1.662215  0.085
O11 -6.542096 7.094347 1.272276  -0.221
P4 -5.141465 7.302394 1.653490  0.425
O12 -4.274159 7.786139 0.391747  -0.174
C17 -4.842943 8.595960 -0.643062  -0.268
C18 -4.499811 10.061027 -0.469687  -0.074
O13 -4.500605 5.856173 1.931901  -0.192
C19 -5.286348 4.667247 1.847172  -0.280
C20 -5.242868 4.074030 0.454129  -0.068
O14 -4.351106 7.958877 2.858184  -0.162
C21 -4.299398 9.380067 3.054247  -0.257
C22 -5.669858 10.006078 3.211589  -0.078
H46 -5.924046 8.458417 -0.692341  0.109
H47 -4.424473 8.230551 -1.581284  0.119
H48 -4.970460 10.472505 0.425410  0.058
H49 -4.853474 10.635868 -1.326037  0.081
H50 -3.421907 10.200319 -0.378680  0.082
H51 -6.311730 4.857016 2.161962  0.106
H52 -4.855803 3.966450 2.564225  0.115
H53 -5.451300 4.820069 -0.312522  0.076
H54 -5.969132 3.266059 0.357378  0.079
H55 -4.249723 3.671222 0.245764  0.066
H56 -3.730470 9.841678 2.244740  0.102
H57 -3.720122 9.531613 3.963840  0.121
H58 -6.317819 9.768880 2.363268  0.067
H59 -5.584768 11.089897 3.289462  0.084
H60 -6.159533 9.632028 4.110740  0.085

Force components x, y, z for each atom (eV/Å):
C -0.2 -0.1 0.5
O 0.0 0.3 0.0
C 0.0 0.0 -0.3
Si -0.3 -0.7 -0.6
O 0.4 0.1 0.7
Si -0.5 0.2 0.2
P 0.0 0.2 -1.3
N -0.3 -0.1 0.1
C 0.2 0.1 0.3
C -0.6 -0.3 0.0
F 0.1 0.1 -0.2
H 0.0 0.0 -0.1
H 0.1 0.0 -0.2
H 0.0 0.0 0.0
H 0.1 0.0 0.2
H 0.1 0.1 -0.1
H 0.0 0.0 0.0
H 0.1 0.0 -0.1
H 0.1 -0.1 0.0
H 0.1 -0.3 0.4
H -0.1 0.2 0.6
H 0.1 0.1 -0.2
H 0.0 0.0 0.0
H 0.1 -0.1 0.0
H 0.3 0.1 0.0
H 0.0 0.1 0.0
O -0.4 1.9 -0.3
P 0.0 -4.2 0.3
O -0.1 0.8 -0.1
C 0.1 0.0 0.5
C -0.1 0.0 -0.2
O -0.2 0.2 -0.1
C 0.3 -0.2 -0.1
C -0.1 -0.1 0.1
O 0.5 1.4 0.0
C -0.3 0.4 0.0
C 0.2 -0.1 0.0
H 0.0 -0.1 -0.2
H 0.0 -0.1 -0.1
H 0.0 0.0 0.0
H 0.0 0.0 0.0
H 0.0 0.0 0.0
H -0.1 0.1 0.1
H -0.1 0.0 0.0
H 0.1 0.1 -0.1
H 0.0 0.0 0.0
H 0.0 0.0 0.0
H 0.2 -0.1 0.1
H 0.0 -0.2 -0.1
H -0.1 0.0 0.0
H 0.0 0.0 0.0
H 0.0 0.0 0.0
O 1.9 -0.4 0.3
P -4.2 0.6 0.4
O 0.8 -0.2 0.1
C -0.1 -0.3 -0.4
C 0.1 0.1 0.2
O 0.2 -0.1 0.2
C -0.2 0.2 -0.2
C 0.0 -0.1 0.1
O 1.4 0.1 -0.6
C 0.3 -0.3 0.2
C -0.1 0.1 -0.1
H 0.0 0.1 0.1
H 0.0 0.1 0.1
H 0.0 0.0 -0.1
H 0.0 0.0 0.0
H 0.0 0.0 0.0
H 0.1 -0.2 -0.1
H 0.0 -0.1 0.1
H 0.2 0.1 0.0
H -0.1 0.0 0.0
H 0.1 0.0 -0.1
H -0.1 0.1 -0.2
H -0.1 0.1 0.0
H 0.0 -0.1 0.0
H 0.0 0.0 0.0
H 0.0 0.0 0.0
O -0.6 1.6 1.0
P 2.2 -3.2 -1.6
O -0.3 0.6 0.4
C -0.1 0.1 -0.5
C 0.0 0.0 0.2
O 0.0 0.2 0.2
C -0.2 -0.2 -0.1
C 0.2 -0.1 -0.1
O -1.2 0.9 0.3
C 0.1 0.4 0.2
C -0.1 -0.2 0.0
H 0.0 -0.1 0.1
H 0.0 -0.1 0.1
H 0.0 0.0 0.0
H 0.0 0.0 0.0
H 0.0 0.0 0.0
H 0.0 0.2 -0.1
H 0.1 0.1 0.0
H -0.2 0.1 0.1
H 0.0 0.0 0.0
H 0.0 0.0 0.0
H -0.1 -0.1 -0.1
H 0.0 -0.2 0.0
H 0.0 0.1 0.0
H 0.0 0.0 0.0
H 0.0 0.0 0.0

Properties
- Energy relative to the best compared isomer or geometry (same formula, charge and spin): 127.1 kJ/mol
- M: 761.78 g mol⁻¹
- HOMO level: -8.56 eV
- E_tot: -109577.3307 eV
- Charge: 0